Record 1
13
Properties=species:S:1:pos:R:3:forces:R:3 method="wB97M-V/def2-TZVPD" e_homo_ev=-9.5806 molar_mass_g_mol=72.107 gap_ev=10.75 e_above_lowest_kcal_mol=34.20 energy_ha=-232.3911 smiles=C[C@@H]1CCO1
C -1.2472 1.0325 -0.2991 0.3 0.3 1.1
C 0.0051 0.2788 -0.7176 -0.5 -0.9 0.7
C 0.0833 -1.0625 0.0248 0.4 -1.4 0.2
C 1.3130 -0.4631 0.7821 0.6 -0.8 -1.9
O 1.1756 0.7212 -0.0316 0.7 1.0 0.6
H -1.3245 0.8357 0.8600 -0.4 0.8 -2.3
H -2.1482 0.7584 -0.8891 0.5 -0.3 0.7
H -1.0814 2.0927 -0.5311 -0.1 -0.1 0.5
H 0.1703 0.2958 -1.7885 0.0 -0.1 -0.3
H -0.7752 -1.2225 0.6618 -0.2 -0.1 0.2
H 0.2270 -2.0143 -0.5346 0.2 0.8 0.2
H 1.2924 -0.2923 1.8398 -0.7 0.3 0.6
H 2.3098 -0.9603 0.6231 -0.9 0.3 -0.3

Record 2
13
Properties=species:S:1:pos:R:3:forces:R:3 method="wB97M-V/def2-TZVPD" e_homo_ev=-8.4393 molar_mass_g_mol=72.107 gap_ev=9.52 e_above_lowest_kcal_mol=38.73 energy_ha=-232.3839 smiles="C/C=C/OC"
C 1.0955 -1.5061 -0.8037 0.3 -0.1 -0.1
C 0.4194 -0.1993 -0.6212 0.0 0.0 -0.1
C 0.7758 0.8032 0.1710 0.0 -0.4 -0.2
O -0.1764 1.6901 0.5949 -0.2 0.0 -0.2
C -1.4387 1.0684 0.8803 -0.2 0.2 0.2
H 1.3463 -1.6922 -1.8492 0.1 -0.1 0.0
H 0.4021 -2.2973 -0.4798 0.2 0.1 -0.1
H 1.9856 -1.5793 -0.1745 0.0 0.0 -0.2
H -0.5508 -0.0761 -1.0899 0.0 -0.4 0.1
H 1.7986 1.0108 0.5002 -0.4 -0.1 0.3
H -1.8090 0.3137 0.1708 0.4 0.5 0.1
H -1.3781 0.5643 1.8522 -0.1 0.2 0.0
H -2.1575 1.8798 0.8789 -0.1 0.1 0.3

Record 3
14
Properties=species:S:1:pos:R:3:forces:R:3 method="wB97M-V/def2-TZVPD" e_homo_ev=-9.7541 molar_mass_g_mol=88.106 gap_ev=10.81 e_above_lowest_kcal_mol=51.34 energy_ha=-307.6306 smiles=CO[C@H]1O[C@@H]1C
C 2.1324 0.4742 -0.4987 0.2 0.1 -0.3
O 1.5992 -0.0229 0.7105 0.1 0.2 0.1
C 0.2459 0.0917 0.8799 0.0 -0.3 0.2
O -0.4423 1.2567 0.5015 -0.2 0.1 0.1
C -0.7537 0.0116 -0.1751 0.0 -0.2 -0.2
C -2.0643 -0.6980 0.0482 -0.1 0.0 0.0
H 3.2133 0.4725 -0.3644 -0.1 0.1 -0.1
H 1.8883 -0.1631 -1.3595 0.0 0.0 0.2
H 1.7829 1.4920 -0.6983 0.1 -0.1 0.0
H -0.0037 -0.2515 1.8825 0.0 -0.1 -0.1
H -0.4061 0.0400 -1.2046 0.0 -0.1 0.0
H -2.1257 -1.5389 -0.6497 0.0 0.1 0.1
H -2.1407 -1.1111 1.0583 0.0 0.2 -0.1
H -2.9256 -0.0532 -0.1306 0.0 0.1 0.0

Record 4
14
Properties=species:S:1:pos:R:3:forces:R:3 method="wB97M-V/def2-TZVPD" e_homo_ev=-10.2346 molar_mass_g_mol=88.106 gap_ev=11.14 e_above_lowest_kcal_mol=46.77 energy_ha=-307.6379 smiles=C[C@@H]1O[C@@H]1CO
C -1.5902 0.9656 0.1104 0.4 0.4 0.0
C -1.0590 -0.2996 -0.5059 -0.3 0.3 0.0
O -0.8353 -1.3879 0.3904 0.1 -0.1 0.1
C 0.2848 -0.8300 -0.2882 0.1 0.1 -0.1
C 1.3497 -0.1610 0.5435 -0.4 0.4 0.6
O 2.3532 0.4250 -0.2691 0.0 -0.2 0.0
H -1.1183 1.1689 1.0801 -0.2 -0.1 -0.2
H -1.3874 1.8360 -0.5314 -0.1 -0.3 0.1
H -2.6702 0.9016 0.2500 0.1 -0.1 0.0
H -1.5589 -0.5886 -1.4280 0.0 -0.1 0.0
H 0.7020 -1.4761 -1.0639 -0.1 0.0 0.0
H 1.7609 -0.9098 1.2287 0.1 0.0 0.0
H 0.9232 0.6461 1.1747 0.3 -0.5 -0.5
H 2.8457 -0.2902 -0.6912 0.0 0.2 0.0

Record 5
14
Properties=species:S:1:pos:R:3:forces:R:3 method="wB97M-V/def2-TZVPD" e_homo_ev=-10.0756 molar_mass_g_mol=88.106 gap_ev=10.91 e_above_lowest_kcal_mol=42.96 energy_ha=-307.6440 smiles=OC[C@H]1C[C@H]1O
O -2.3665 0.4005 -0.1320 0.0 0.3 0.0
C -1.3003 -0.4714 -0.4518 0.2 -0.3 -0.1
C -0.1878 -0.3915 0.5657 -0.2 0.0 0.1
C 1.2087 -0.8073 0.1768 0.1 -0.1 -0.1
C 0.8814 0.6413 0.3934 0.0 -0.1 0.3
O 0.7531 1.4934 -0.7089 0.2 0.1 -0.1
H -2.0064 1.2966 -0.1609 -0.1 -0.1 0.0
H -0.8985 -0.2600 -1.4524 -0.1 0.0 0.1
H -1.7261 -1.4793 -0.4683 0.1 0.1 0.0
H -0.5054 -0.5894 1.5879 0.1 0.0 -0.2
H 1.3506 -1.1333 -0.8517 0.0 0.1 0.1
H 1.8308 -1.3180 0.9063 -0.1 0.1 -0.1
H 1.2678 1.1194 1.2941 -0.1 -0.1 -0.2
H 1.6330 1.6251 -1.0832 -0.2 0.0 0.0

Record 6
14
Properties=species:S:1:pos:R:3:forces:R:3 method="wB97M-V/def2-TZVPD" e_homo_ev=-8.4339 molar_mass_g_mol=88.106 gap_ev=9.40 e_above_lowest_kcal_mol=77.64 energy_ha=-307.5887 smiles="C=COCCO"
C 0.0551 -1.4058 1.0907 0.2 -0.9 0.8
C 1.2130 -0.7511 1.0516 -0.7 -0.5 -0.2
O 1.1925 0.5748 0.8014 -2.2 0.3 -0.2
C -0.2316 1.0297 0.2784 1.1 0.4 0.2
C -0.4049 0.8743 -1.2352 0.4 0.5 0.2
O -1.0672 -0.2807 -1.7129 0.2 -0.1 0.1
H -0.8180 -0.8950 1.4660 -0.2 -0.2 -0.8
H -0.0103 -2.4583 0.9245 0.2 -0.6 0.6
H 2.1753 -1.2402 1.2583 -0.1 0.6 -0.8
H -1.1935 0.7156 0.7492 1.3 -0.1 0.2
H -0.0666 2.0523 0.5580 -0.3 0.7 -0.4
H -1.0275 1.7178 -1.5699 0.2 -0.1 0.2
H 0.5863 0.9912 -1.6774 0.0 0.0 -0.2
H -0.4026 -0.9246 -1.9826 -0.2 0.0 0.2

Record 7
14
Properties=species:S:1:pos:R:3:forces:R:3 method="wB97M-V/def2-TZVPD" e_homo_ev="-7.7782 / -6.8031" molar_mass_g_mol=88.106 gap_ev="8.33 / 6.57" e_above_lowest_kcal_mol=145.98 energy_ha=-307.4798
O 2.0865 -0.1479 0.6406 -0.1 -0.2 -0.5
C 1.1066 0.3935 -0.2123 0.5 0.8 1.0
C -0.2061 0.5744 0.4867 -0.4 -0.3 -0.4
C -0.9912 0.7188 -0.7872 -0.4 1.4 -0.3
O -0.8058 -1.2500 -0.6355 0.9 -0.9 0.1
C -0.7326 -0.8523 0.7526 0.0 -0.1 0.0
H 2.7671 -0.5445 0.0854 0.1 0.1 0.2
H 0.1510 -0.9486 -0.9271 -1.0 -0.5 0.0
H 1.4288 1.3046 -0.7415 0.0 -0.4 -0.1
H -0.3568 1.2956 1.3063 0.2 -0.1 -0.2
H -2.0767 0.6252 -0.7995 0.2 0.0 0.0
H -0.5507 1.2022 -1.6556 0.0 -0.1 0.2
H -1.7470 -0.8633 1.1607 0.2 0.0 -0.1
H -0.0730 -1.5078 1.3265 -0.1 0.1 -0.1

Record 8
14
Properties=species:S:1:pos:R:3:forces:R:3 method="wB97M-V/def2-TZVPD" e_homo_ev=-9.4989 molar_mass_g_mol=88.106 gap_ev=10.44 e_above_lowest_kcal_mol=101.09 energy_ha=-307.5513 smiles="OC1C=C1.CO"
O -1.4979 1.7344 -0.0788 0.3 0.1 0.2
C -1.7289 0.4657 0.4933 -0.4 -0.3 0.1
C -0.8602 -0.6872 0.1915 -0.3 -0.2 0.3
C -0.7681 -0.2085 1.3991 -0.3 -0.4 0.0
H -1.1729 2.3268 0.6086 -0.1 0.0 -0.1
H -2.7965 0.2677 0.5784 0.0 0.2 0.1
H -0.6636 -1.4778 -0.5120 0.0 0.1 0.1
H -0.4529 -0.4018 2.4104 0.1 0.2 0.0
C 1.8655 -0.5915 -0.9930 0.3 -0.2 -0.1
O 0.8962 0.4276 -0.9732 0.3 0.4 -0.1
H 1.5626 -1.3324 -1.7422 0.1 0.1 0.1
H 1.9694 -1.1149 -0.0298 -0.1 0.2 -0.2
H 2.8307 -0.1674 -1.2823 0.1 -0.2 0.0
H 0.8164 0.7591 -0.0702 0.0 0.1 -0.4

Record 9
14
Properties=species:S:1:pos:R:3:forces:R:3 method="wB97M-V/def2-TZVPD" e_homo_ev=-9.3702 molar_mass_g_mol=88.106 gap_ev=10.00 e_above_lowest_kcal_mol=45.67 energy_ha=-307.6397 smiles=C[C@H]1[C@@H](O)[C@H]1O
C 1.5976 -0.2563 -0.2420 0.0 0.0 -0.1
C 0.4382 -0.2380 0.7220 0.1 -0.1 0.1
C -0.7455 0.6685 0.4983 -0.1 -0.1 0.2
O -0.7866 1.4142 -0.6936 0.0 0.2 0.0
C -0.8916 -0.8031 0.2613 0.0 -0.1 0.3
O -1.0295 -1.1973 -1.0668 -0.1 0.2 -0.1
H 2.1055 -1.2248 -0.1907 0.0 0.1 0.0
H 1.2479 -0.1258 -1.2669 0.1 0.0 0.1
H 2.3278 0.5302 -0.0257 -0.1 -0.1 0.0
H 0.6944 -0.4151 1.7656 -0.1 0.0 -0.2
H -1.2536 1.1165 1.3494 0.1 0.0 -0.1
H -1.0312 2.3221 -0.4943 0.1 -0.1 0.0
H -1.4772 -1.4087 0.9506 0.1 0.1 -0.1
H -1.1962 -0.3822 -1.5671 0.0 -0.2 0.0

Record 10
14
Properties=species:S:1:pos:R:3:forces:R:3 method="wB97M-V/def2-TZVPD" e_homo_ev=-9.4647 molar_mass_g_mol=88.106 gap_ev=10.05 e_above_lowest_kcal_mol=89.64 energy_ha=-307.5696 smiles="CC(=O)O.C=C"
C 0.1747 -0.0976 1.4528 2.5 0.1 -1.1
C 1.3485 -0.4027 0.1464 -0.4 1.6 6.8
O 2.0749 -1.3407 0.3114 -0.5 -0.1 -1.6
O 1.7988 0.8029 -0.2735 0.1 -0.2 -1.3
H 0.9182 0.2840 2.1550 0.0 -0.1 0.3
H -0.2666 -0.9915 1.8827 0.0 -0.1 -0.4
H -0.5479 0.6990 1.2958 0.0 -0.2 -0.3
H 1.1107 1.4803 -0.2390 -0.1 -0.3 0.1
C -0.8448 -0.5769 -0.7706 1.3 -0.6 -3.7
C -1.3891 0.4969 -1.3481 0.0 -0.6 0.7
H -1.3853 -1.4548 -0.4518 -0.2 0.1 0.3
H 0.2708 -0.8325 -1.0430 -2.7 0.4 0.2
H -2.4615 0.6010 -1.4195 -0.1 0.2 0.3
H -0.8015 1.3326 -1.6986 0.2 -0.1 -0.4

Record 11
14
Properties=species:S:1:pos:R:3:forces:R:3 method="wB97M-V/def2-TZVPD" e_homo_ev=-9.4713 molar_mass_g_mol=88.106 gap_ev=10.21 e_above_lowest_kcal_mol=79.86 energy_ha=-307.5852 smiles="O=C1C[C@@H]1CO.[H][H]"
O -1.4926 -1.3931 -0.4809 0.2 0.5 0.1
C -0.9216 -0.3694 -0.2128 -0.1 -0.3 -0.1
C -0.9068 1.0977 -0.2238 -0.2 0.1 -0.1
C 0.3488 0.2546 0.1689 0.1 -0.2 0.1
C 1.4963 0.0681 -0.8038 -0.1 0.4 0.0
O 2.0569 -1.2180 -0.6767 -0.1 -0.2 -0.1
H -0.9110 1.6177 -1.1804 0.0 -0.1 0.1
H -1.4063 1.6292 0.5830 0.1 -0.1 -0.1
H 0.6240 0.2667 1.2224 -0.1 0.0 -0.1
H 1.1373 0.2564 -1.8294 0.1 -0.1 0.1
H 2.3025 0.7791 -0.6015 -0.1 -0.1 0.0
H 1.3363 -1.8561 -0.7730 0.2 0.0 0.0
H -1.7358 -0.3608 2.7143 0.0 0.0 0.0
H -1.8965 -0.8965 2.2239 0.0 0.0 0.1

Record 12
14
Properties=species:S:1:pos:R:3:forces:R:3 method="wB97M-V/def2-TZVPD" e_homo_ev=-10.3866 molar_mass_g_mol=88.106 gap_ev=11.35 e_above_lowest_kcal_mol=5.81 energy_ha=-307.7032 smiles="CCOC(C)=O"
C -0.1385 -1.0566 2.0133 0.0 0.0 0.0
C 0.6463 -0.1799 1.0600 0.1 0.0 0.2
O -0.1987 0.0045 -0.0826 0.0 0.0 -0.1
C 0.2741 0.7747 -1.0767 0.2 0.1 -0.1
C -0.6576 0.7055 -2.2589 0.0 0.0 -0.1
O 1.3000 1.4072 -1.0091 -0.3 -0.3 0.0
H -1.0543 -0.5483 2.3301 0.1 -0.1 0.0
H -0.4211 -1.9893 1.5155 0.1 0.1 0.1
H 0.4537 -1.2987 2.9004 -0.1 0.1 -0.1
H 0.9067 0.7902 1.4948 -0.1 -0.1 -0.1
H 1.5764 -0.6570 0.7311 -0.1 0.1 0.1
H -0.9310 -0.3372 -2.4387 0.0 0.2 0.0
H -0.1778 1.1307 -3.1401 -0.1 0.0 0.1
H -1.5781 1.2543 -2.0392 0.1 0.0 0.0